[1]
# C25H66F3MnN6O9S

A structure of composition C25H66F3MnN6O9S (ωB97M-V with the def2-TZVPD basis set, the Open Molecules 2025 dataset).

Computed properties:
* energy: -3846.40507 a.u.
* multiplicity: 6
* ⟨S²⟩: 8.754
* charge: +1
* energy relative to the best compared isomer or geometry (same formula, charge and spin): 0.0 kJ/mol
* highest occupied orbital energy (alpha / beta): -11.087 / -11.089 eV

Cartesian coordinates (Å):
Mn: -1.03 -14.59 -13.62
C: 0.89 -17.86 -16.37
F: 1.59 -18.93 -16.61
F: 1.55 -16.77 -16.71
F: -0.25 -17.90 -17.04
S: 0.44 -17.83 -14.52
O: -0.47 -18.95 -14.31
O: 1.71 -17.96 -13.77
O: -0.14 -16.49 -14.33
C: -3.89 -19.61 -16.81
C: -4.04 -18.20 -16.21
C: -5.46 -17.63 -16.13
O: -5.34 -16.25 -15.74
C: -6.60 -15.73 -15.37
N: -3.47 -18.21 -14.86
H: -4.19 -19.67 -17.86
H: -4.34 -20.34 -16.13
H: -2.83 -19.86 -16.72
H: -3.51 -17.52 -16.89
H: -5.95 -18.10 -15.27
H: -6.00 -17.71 -17.07
H: -6.67 -14.66 -15.24
H: -6.97 -16.33 -14.53
H: -7.34 -15.91 -16.17
H: -3.78 -19.08 -14.43
H: -2.47 -18.42 -14.81
C: 5.18 -16.09 -12.32
C: 3.96 -15.19 -12.39
C: 4.31 -13.76 -12.00
O: 3.11 -13.14 -11.51
C: 3.26 -11.81 -11.07
N: 3.38 -15.28 -13.75
H: 5.91 -15.84 -13.09
H: 4.88 -17.14 -12.39
H: 5.72 -15.93 -11.38
H: 3.12 -15.54 -11.79
H: 4.74 -13.10 -12.76
H: 5.04 -13.85 -11.19
H: 4.21 -11.35 -11.35
H: 3.13 -11.78 -9.98
H: 2.46 -11.15 -11.42
H: 3.14 -16.26 -13.89
H: 4.06 -15.00 -14.47
C: -4.84 -16.13 -12.32
C: -3.51 -15.45 -12.44
C: -2.38 -16.09 -11.58
O: -1.15 -15.32 -11.63
C: -0.16 -15.89 -10.79
N: -3.00 -15.46 -13.86
H: -5.57 -15.45 -12.77
H: -5.18 -16.28 -11.29
H: -4.94 -17.09 -12.82
H: -3.59 -14.38 -12.22
H: -2.19 -17.12 -11.87
H: -2.74 -16.00 -10.55
H: -0.44 -15.87 -9.73
H: 0.78 -15.36 -10.89
H: -0.04 -16.96 -10.97
H: -3.80 -15.14 -14.44
H: -3.16 -16.42 -14.22
C: 2.34 -12.18 -14.71
C: 0.98 -12.81 -14.55
C: 0.36 -13.26 -15.90
O: -0.89 -13.91 -15.67
C: -1.47 -14.54 -16.79
N: 0.93 -13.87 -13.51
H: 2.37 -11.47 -15.54
H: 3.16 -12.85 -15.00
H: 2.71 -11.71 -13.81
H: 0.29 -12.02 -14.24
H: 1.03 -13.96 -16.40
H: 0.21 -12.32 -16.44
H: -2.40 -15.06 -16.57
H: -0.88 -15.25 -17.37
H: -1.78 -13.74 -17.47
H: 1.78 -14.50 -13.59
H: 1.16 -13.45 -12.61
C: 5.33 -16.68 -16.67
C: 6.31 -15.65 -16.17
C: 7.40 -15.30 -17.17
O: 8.11 -16.45 -17.53
C: 9.39 -16.23 -18.11
N: 5.62 -14.41 -15.70
H: 4.70 -17.09 -15.88
H: 5.87 -17.52 -17.12
H: 4.69 -16.34 -17.49
H: 6.81 -16.03 -15.27
H: 8.05 -14.54 -16.74
H: 6.93 -14.84 -18.05
H: 9.41 -15.34 -18.75
H: 9.66 -17.11 -18.69
H: 10.06 -15.95 -17.29
H: 6.26 -13.63 -15.81
H: 4.83 -14.31 -16.34
C: -1.20 -21.96 -11.64
C: -2.53 -21.26 -11.82
C: -2.76 -20.10 -10.86
O: -2.71 -20.41 -9.48
C: -3.92 -20.97 -9.01
N: -2.67 -20.71 -13.19
H: -1.10 -22.93 -12.13
H: -1.12 -22.21 -10.57
H: -0.36 -21.29 -11.83
H: -3.34 -21.98 -11.69
H: -3.73 -19.66 -11.11
H: -2.05 -19.29 -11.02
H: -3.84 -21.18 -7.94
H: -4.25 -21.85 -9.57
H: -4.71 -20.22 -9.12
H: -1.85 -20.13 -13.38
H: -2.63 -21.46 -13.87

[2]
# C25H66F3N6O9PtS

A structure of composition C25H66F3N6O9PtS (ωB97M-V with the def2-TZVPD basis set, the Open Molecules 2025 dataset).

Computed properties:
* energy: -2814.54763 a.u.
* multiplicity: 3
* ⟨S²⟩: 2.004
* charge: +1
* energy relative to the best compared isomer or geometry (same formula, charge and spin): 0.0 kJ/mol
* highest occupied orbital energy (alpha / beta): -10.708 / -10.707 eV

Cartesian coordinates (Å):
Pt: 1.18 -1.71 -1.80
C: 1.53 -0.12 2.81
F: 0.73 0.24 3.77
F: 2.13 0.95 2.29
F: 2.48 -0.91 3.29
S: 0.48 -0.88 1.42
O: 1.38 -1.32 0.33
O: -0.28 -1.98 1.98
O: -0.33 0.27 1.04
C: -2.31 -0.76 4.39
C: -3.28 -1.86 3.95
C: -4.52 -1.33 3.25
O: -4.99 -0.16 3.90
C: -6.04 0.53 3.30
N: -2.65 -2.91 3.16
H: -1.50 -1.26 4.92
H: -2.78 -0.05 5.07
H: -2.02 -0.16 3.52
H: -3.71 -2.28 4.87
H: -5.38 -1.98 3.07
H: -4.24 -1.07 2.20
H: -5.67 1.32 2.65
H: -6.69 0.96 4.07
H: -6.75 -0.14 2.78
H: -1.92 -3.28 3.76
H: -2.20 -2.52 2.34
C: -2.01 1.04 -3.21
C: -0.69 0.36 -2.88
C: 0.29 1.34 -2.29
O: 1.46 0.57 -1.98
C: 2.41 1.24 -1.14
N: -0.94 -0.76 -1.93
H: -2.60 1.41 -2.37
H: -2.72 0.35 -3.67
H: -1.85 1.89 -3.88
H: -0.32 -0.04 -3.83
H: -0.12 1.78 -1.38
H: 0.55 2.14 -2.99
H: 2.13 1.17 -0.09
H: 2.46 2.29 -1.44
H: 3.38 0.79 -1.32
H: -1.74 -1.28 -2.28
H: -1.28 -0.35 -1.05
C: 1.22 -5.04 0.45
C: 0.84 -4.87 -1.01
C: 0.14 -6.07 -1.59
O: -0.36 -5.79 -2.89
C: 0.63 -5.98 -3.90
N: 0.03 -3.61 -1.14
H: 1.41 -4.13 1.02
H: 2.05 -5.75 0.51
H: 0.38 -5.42 1.05
H: 1.81 -4.69 -1.48
H: -0.69 -6.51 -1.04
H: 0.86 -6.89 -1.62
H: 1.53 -5.38 -3.74
H: 0.22 -5.72 -4.87
H: 0.91 -7.03 -3.85
H: -0.75 -3.76 -0.49
H: -0.38 -3.72 -2.07
C: 4.10 -2.95 0.59
C: 4.26 -1.82 -0.40
C: 5.69 -1.63 -0.91
O: 5.67 -0.50 -1.78
C: 6.33 0.63 -1.24
N: 3.39 -2.07 -1.58
H: 3.11 -2.92 1.04
H: 4.81 -2.99 1.42
H: 4.29 -3.97 0.22
H: 4.08 -0.90 0.16
H: 6.03 -2.53 -1.44
H: 6.41 -1.46 -0.11
H: 6.25 0.73 -0.16
H: 6.06 1.54 -1.78
H: 7.41 0.55 -1.43
H: 3.82 -1.42 -2.25
H: 3.68 -2.98 -1.93
C: 1.71 5.94 -0.85
C: 1.17 4.77 -0.02
C: 2.21 4.24 0.95
O: 3.33 3.76 0.25
C: 4.52 3.73 1.05
N: -0.08 5.29 0.59
H: 2.66 5.75 -1.35
H: 1.89 6.78 -0.17
H: 0.94 6.14 -1.59
H: 0.81 4.02 -0.73
H: 1.72 3.39 1.46
H: 2.42 4.99 1.72
H: 5.30 3.44 0.35
H: 4.34 2.92 1.76
H: 4.77 4.64 1.60
H: -0.39 4.85 1.44
H: 0.05 6.28 0.73
C: -2.55 3.21 -0.36
C: -3.55 2.20 0.18
C: -4.86 2.17 -0.58
O: -5.45 3.46 -0.65
C: -6.74 3.40 -1.20
N: -2.91 0.89 0.05
H: -1.78 3.54 0.33
H: -2.97 4.13 -0.78
H: -1.95 2.76 -1.15
H: -3.79 2.39 1.23
H: -5.59 1.55 -0.02
H: -4.76 1.79 -1.61
H: -7.41 2.70 -0.68
H: -6.70 2.93 -2.19
H: -7.18 4.39 -1.23
H: -3.43 0.19 0.58
H: -2.03 0.90 0.57

Among the records above, which one has the lowest energy?
C25H66F3MnN6O9S

Which value of energy does entry 2 give?
-2814.54763 a.u.